(1)
DFT (wB97M-V/def2-TZVPD) results for C32H60N2OP3V as an isolated structure in a non-equilibrium geometry.

HOMO-LUMO gap (alpha / beta) ... 7.0 / 6.3 eV
Expectation value of S² ... 3.78
Net charge ... +1
Spin multiplicity ... 4
M ... 632.71 g mol⁻¹
E ... -3407.8315 Ha

Element x y z (Å)
C -2.22 1.38 -1.30
C -1.84 -0.96 -1.38
C -3.45 1.23 -1.96
C -3.04 -1.14 -2.07
C -3.88 -0.05 -2.35
H -4.08 2.13 -2.10
H -3.28 -2.12 -2.50
H -4.83 -0.22 -2.86
N -1.53 0.31 -0.91
P -0.65 2.94 0.54
P -0.03 -2.91 0.09
C -1.66 2.80 -1.01
H -1.09 3.22 -1.88
H -2.56 3.44 -0.90
C -0.78 -2.04 -1.46
H -1.10 -2.83 -2.21
C 0.97 -4.44 -0.71
C -1.12 -3.58 1.64
C 0.73 4.19 0.12
C -1.97 3.76 1.66
C 2.45 -4.01 -0.50
H 2.77 -3.98 0.56
H 3.12 -4.73 -1.02
H 2.64 -3.01 -0.94
C 0.72 -5.88 -0.21
H 0.90 -6.08 0.85
H -0.30 -6.22 -0.45
H 1.40 -6.56 -0.76
C 0.65 -4.52 -2.23
H 1.45 -5.07 -2.76
H -0.29 -5.06 -2.41
H 0.58 -3.51 -2.68
C -0.18 -4.29 2.67
H 0.53 -3.58 3.13
H -0.80 -4.72 3.49
H 0.43 -5.10 2.24
C -1.79 -2.41 2.39
H -1.02 -1.78 2.86
H -2.41 -1.77 1.73
H -2.42 -2.80 3.22
C -2.22 -4.55 1.12
H -1.77 -5.53 0.83
H -2.94 -4.72 1.95
H -2.78 -4.11 0.25
C -1.42 3.91 3.08
H -2.15 4.49 3.68
H -1.29 2.95 3.59
H -0.47 4.47 3.12
C -3.24 2.88 1.65
H -3.69 2.82 0.65
H -3.07 1.87 2.03
H -3.96 3.36 2.33
C -2.46 5.15 1.20
H -3.33 5.44 1.83
H -1.72 5.94 1.35
H -2.80 5.16 0.15
C 1.29 3.85 -1.27
H 0.58 4.15 -2.06
H 2.22 4.41 -1.43
H 1.53 2.78 -1.39
C 1.85 4.10 1.19
H 2.42 3.15 1.16
H 2.57 4.92 1.01
H 1.48 4.24 2.22
C 0.27 5.67 0.12
H -0.58 5.86 -0.56
H 0.04 6.03 1.14
H 1.12 6.29 -0.23
V 0.16 0.68 0.39
C -0.83 0.62 1.94
O -1.48 0.55 2.97
N 1.02 -0.43 -1.03
C 0.65 -1.13 -2.02
C 1.42 -0.99 -3.44
C 1.03 -1.92 -4.61
C 1.01 0.44 -3.79
C 2.94 -1.03 -3.18
H 1.36 -2.96 -4.53
H -0.06 -1.93 -4.80
H 1.50 -1.54 -5.55
H 1.24 1.11 -2.94
H 1.51 0.86 -4.68
H -0.08 0.48 -3.91
H 3.43 -0.40 -3.98
H 3.19 -0.56 -2.23
H 3.43 -2.04 -3.16
C 1.94 -1.16 2.80
P 1.83 0.50 2.01
C 1.97 1.61 3.46
C 3.37 0.76 1.08
H 2.70 -1.07 3.61
H 2.26 -1.92 2.05
H 0.94 -1.43 3.21
H 2.15 1.00 4.37
H 2.81 2.30 3.31
H 1.04 2.20 3.64
H 4.05 1.40 1.65
H 3.84 -0.22 0.92
H 3.18 1.20 0.10

Mulliken population analysis, charges in e, atoms 1 to 6: C 0.216; C -0.307; C -0.764; C -0.833; C -1.160; H 0.513

---

(2)
DFT (wB97M-V/def2-TZVPD) results for a 2-piece molecular cluster, C4H13N2O overall in a non-equilibrium geometry.

HOMO-LUMO gap ... 11.1 eV
Net charge ... +1
M ... 105.16 g mol⁻¹
E ... -344.6577 Ha

Element x y z (Å)
C -1.97 0.60 -0.26
C -0.72 1.27 -0.85
O 0.17 0.56 -1.35
N -0.53 2.57 -0.56
H -2.06 -0.25 -0.84
H -2.78 1.26 -0.65
H 0.02 3.04 -1.18
H -1.08 3.18 0.01
H -2.00 0.66 0.81
C 1.05 -2.14 0.83
C 2.23 -1.13 1.27
N -0.26 -1.48 0.49
H 1.60 -2.34 -0.11
H 0.87 -2.90 1.55
H 1.78 -0.21 1.88
H 2.69 -0.45 0.51
H -1.00 -2.10 0.84
H -0.20 -0.66 1.22
H -0.25 -1.05 -0.56
H 3.05 -1.82 1.88

Mulliken population analysis, charges in e, atoms 1 to 6: C -1.554; C 0.928; O -0.687; N -0.331; H 0.541; H 0.422

---

Question: Which of these has the highest E?
Answer: C4H13N2O